[1]
A molecular structure, C29H31BCuF4O2P2 in a non-equilibrium geometry, computed with wB97M-V/def2-TZVPD.

Properties
DFT total energy ... -4021.93616 Eh
HOMO-LUMO gap ... 5.9061 eV
Spin multiplicity ... 1
Net charge ... -1

```
70
Properties=species:S:1:pos:R:3:forces:R:3:lowdin_charge:R:1
Cu -1.090040 -0.595274 0.088211 -0.566 0.029 -0.684 0.237
C 5.003103 -0.798212 2.486418 -1.515 0.043 1.311 -0.103
C 3.709707 -0.339180 2.922067 1.956 -0.405 -1.546 -0.069
C 2.728368 -0.169529 1.964674 0.531 -0.680 -0.274 -0.078
C 2.952858 -0.613152 0.637761 0.759 0.444 0.474 -0.377
C 4.218152 -0.988278 0.234784 0.945 -0.413 -0.808 -0.112
C 5.227922 -1.128262 1.172207 1.067 0.484 0.475 -0.116
P 1.523373 -0.729595 -0.405755 -1.369 1.341 0.082 1.068
C 2.186065 -0.711125 -2.068853 0.418 -0.350 -0.143 -0.370
C 3.223272 0.172178 -2.332941 0.699 1.023 -1.165 -0.156
C 3.914693 0.222562 -3.541056 -1.925 -1.893 -0.543 -0.084
C 3.467210 -0.672827 -4.559315 -0.256 0.372 0.246 -0.098
C 2.273851 -1.431869 -4.386980 1.097 0.496 0.248 -0.094
C 1.690910 -1.479352 -3.115152 -1.101 -1.337 -0.241 -0.103
C 0.894002 -2.358329 -0.079481 0.551 -1.529 0.451 -0.427
C 1.666041 -3.490086 0.218251 -1.266 -1.612 -0.027 -0.088
C 1.033920 -4.762975 0.433036 -0.238 0.949 0.593 -0.098
C -0.381819 -4.737365 0.481386 0.405 0.580 -0.841 -0.119
C -1.106919 -3.581466 0.168452 -1.423 -1.587 0.166 -0.140
C -0.507224 -2.372331 -0.059139 0.230 0.688 -0.567 -0.249
H 5.811140 -0.929478 3.209656 -0.291 0.117 -0.108 0.091
H 3.582500 -0.095817 3.948034 -0.276 0.320 0.657 0.081
H 1.788978 0.293067 2.205234 -0.456 -0.145 0.106 0.091
H 4.480186 -1.126316 -0.840886 -0.520 -0.281 1.083 0.112
H 6.270262 -1.405422 0.964029 -0.595 -0.038 -0.526 0.102
H 3.548834 0.921991 -1.640421 -0.122 0.020 0.819 0.101
H 4.697120 0.944436 -3.676814 0.380 -0.048 -0.184 0.088
H 4.070557 -0.765867 -5.463331 -0.442 0.135 -0.036 0.082
H 1.820456 -2.011098 -5.207723 0.554 0.228 0.447 0.098
H 0.845624 -2.228120 -2.923762 1.223 1.270 -0.199 0.128
H 2.714322 -3.394136 0.365410 0.922 -0.062 -0.233 0.072
H 1.589984 -5.715446 0.657415 -0.461 1.283 -0.187 0.091
H -1.016614 -5.567211 0.722827 0.286 -0.847 0.074 0.074
H -2.236273 -3.673231 0.110312 1.443 0.219 0.383 0.108
C -2.138170 0.025719 3.627405 -0.094 0.610 -2.025 0.007
C -1.576933 1.030671 2.612334 1.071 -0.583 0.388 -0.314
O -1.085018 0.667182 1.544385 -0.624 1.608 2.122 -0.012
C -1.485600 2.478225 3.038146 1.270 0.852 -1.408 -0.121
C -0.926747 3.414985 2.094607 -0.004 -1.346 -0.946 -0.004
C -0.988649 4.775049 2.317182 -0.159 0.255 0.117 -0.097
C -1.391838 5.229226 3.580604 -0.210 0.131 -0.429 -0.103
C -1.831454 4.329138 4.533866 0.151 -0.699 -0.268 -0.091
C -1.881928 2.947672 4.281702 -0.543 0.209 -0.956 -0.030
H -2.232779 -0.867859 3.031678 0.142 -0.629 0.287 0.068
H -3.144328 0.324161 3.850444 -0.554 0.196 0.422 0.083
H -1.540162 -0.074932 4.512565 0.399 0.010 0.365 0.083
H -0.466711 3.025875 1.128255 -1.056 0.348 1.320 0.141
H -0.843611 5.506537 1.499479 0.431 -0.595 0.626 0.108
H -1.408440 6.306383 3.755094 -0.120 -0.312 0.165 0.098
H -2.228801 4.669440 5.455855 -0.125 0.427 0.796 0.083
H -2.384394 2.241961 4.935284 0.215 0.296 0.296 0.106
F -3.661231 -0.941069 -0.565409 -0.915 0.024 0.390 0.050
B -4.127149 -0.919802 0.795881 0.862 0.683 0.126 -1.184
F -3.345445 -1.849798 1.503150 -0.437 0.062 0.088 0.090
F -3.835620 0.416586 1.310520 -0.580 -0.840 -0.348 0.051
F -5.486044 -1.198106 0.944983 0.302 0.120 -0.363 0.111
C -2.068300 -0.638665 -3.249906 -2.140 -0.306 -0.879 -0.179
P -2.093474 0.994535 -2.573287 1.592 -0.581 3.072 0.592
C -1.193526 2.150934 -3.651852 -0.106 -0.609 -0.171 -0.167
C -3.822074 1.429673 -2.562864 -1.168 -0.563 0.400 -0.173
O -1.397344 0.993653 -1.198011 -1.169 0.919 -2.153 -0.401
H -2.340516 -0.475739 -4.320434 0.317 -0.588 0.413 0.064
H -2.899691 -1.241327 -2.754300 1.263 0.762 -0.494 0.080
H -1.117028 -1.102842 -3.109489 0.575 -0.297 -0.038 0.013
H -0.365821 1.577964 -4.126517 -0.435 0.580 0.283 0.059
H -0.809275 2.882949 -2.940667 0.155 0.085 -0.258 0.046
H -1.843229 2.624864 -4.399511 0.304 -0.147 0.103 0.042
H -4.492763 0.535277 -2.644888 0.779 0.717 0.080 0.075
H -4.070237 2.138627 -3.320880 -0.157 0.430 -0.809 0.026
H -4.070201 1.909976 -1.623977 0.119 -0.041 0.385 0.059
```
Forces are in eV/Å.

***

[2]
C20H21NO4 in the gas phase, computed with wB97M-V/def2-TZVPD.

Properties
DFT total energy ... -1130.49562 Eh
HOMO-LUMO gap ... 9.3265 eV
Spin multiplicity ... 1
Net charge ... 0

```
46
Properties=species:S:1:pos:R:3:forces:R:3:lowdin_charge:R:1
C -4.763187 -2.450223 -2.354366 0.136 0.065 0.286 -0.078
C -3.666909 -2.075163 -1.361633 0.056 0.105 -0.233 -0.412
C -2.385124 -2.848374 -1.659101 -0.266 0.094 0.197 -0.073
C -3.422437 -0.560166 -1.416355 -0.331 -0.232 0.204 -0.156
N -2.489912 -0.107237 -0.410547 0.308 -0.141 -0.392 0.091
C -2.891310 0.317292 0.798805 0.690 0.153 0.108 -0.467
O -4.047351 0.417455 1.144835 -0.336 0.008 0.262 0.072
C -1.748543 0.697922 1.750945 -0.571 0.232 0.346 -0.040
O -0.476455 0.655542 1.120402 0.064 -0.358 0.057 0.012
C 0.101286 1.819824 0.796501 0.233 0.358 -0.251 -0.440
O -0.333732 2.902472 1.070537 -0.040 0.056 0.013 0.144
C 1.407333 1.563880 0.043316 -0.269 -0.001 0.182 -0.099
C 1.167641 0.530811 -1.024402 0.279 -0.113 0.140 -0.117
C 0.458795 0.855259 -2.173614 0.064 -0.158 -0.046 -0.026
C 0.183333 -0.102199 -3.133349 -0.091 0.116 -0.084 -0.087
C 0.617196 -1.405445 -2.947515 0.065 0.003 0.055 -0.092
C 1.321723 -1.746227 -1.810098 0.108 0.056 0.233 0.008
C 1.599203 -0.781655 -0.844535 -0.230 0.204 -0.507 -0.187
O 2.307877 -1.192984 0.243510 -0.052 -0.170 0.058 0.080
C 2.776789 -0.252771 1.116858 0.272 0.430 0.324 -0.183
C 3.667771 -0.695480 2.089948 -0.170 -0.077 -0.193 0.008
C 4.197014 0.197771 3.000004 -0.035 -0.043 -0.049 -0.077
C 3.851675 1.538657 2.940785 -0.025 0.156 0.041 -0.079
C 2.966472 1.977311 1.973614 0.112 -0.133 0.071 -0.016
C 2.419480 1.090978 1.056406 0.024 -0.244 -0.242 -0.104
H -5.684410 -1.920562 -2.125766 -0.149 0.046 -0.031 0.078
H -4.460450 -2.195485 -3.368029 0.014 0.016 -0.173 0.079
H -4.962284 -3.518150 -2.313932 -0.054 -0.113 -0.054 0.076
H -4.005633 -2.320397 -0.349981 0.004 0.055 -0.005 0.139
H -2.574777 -3.918496 -1.624637 0.040 -0.140 -0.004 0.078
H -1.608810 -2.618640 -0.932797 0.146 -0.014 0.042 0.067
H -2.013957 -2.596982 -2.650466 0.067 0.014 -0.148 0.069
H -4.363904 -0.037047 -1.232306 0.082 -0.001 -0.128 0.126
H -3.035351 -0.277448 -2.398769 -0.044 -0.002 -0.024 0.125
H -1.504793 -0.234535 -0.586152 -0.016 0.109 0.103 0.117
H -1.730605 -0.013489 2.580760 0.002 0.075 -0.138 0.145
H -1.941553 1.702573 2.141300 -0.026 -0.239 -0.081 0.137
H 1.716816 2.520485 -0.391407 -0.098 -0.146 0.089 0.167
H 0.121371 1.872967 -2.307452 -0.044 0.127 -0.015 0.128
H -0.365021 0.168242 -4.022552 -0.049 0.025 -0.091 0.105
H 0.413272 -2.158317 -3.693399 -0.025 -0.074 -0.058 0.107
H 1.671616 -2.753064 -1.646630 0.048 -0.129 0.020 0.123
H 3.927510 -1.742023 2.111659 0.038 -0.124 0.001 0.120
H 4.883731 -0.152993 3.755051 0.064 -0.041 0.057 0.105
H 4.266676 2.239082 3.648696 0.041 0.064 0.063 0.103
H 2.680868 3.017786 1.925399 -0.038 0.125 -0.007 0.124
```
Forces are in eV/Å.

***

[3]
2 unconnected molecules or ions with the total composition C3H9N2O in a non-equilibrium geometry, computed with wB97M-V/def2-TZVPD.

Properties
DFT total energy ... -304.26700 Eh
HOMO-LUMO gap (spin up / spin down) ... 6.5327 / 5.1201 eV
Spin multiplicity ... 1
Net charge ... -1

```
15
Properties=species:S:1:pos:R:3:forces:R:3:lowdin_charge:R:1
C -0.903726 -0.872743 0.086597 2.341 -2.213 1.254 -0.197
C 1.049625 0.378192 1.215811 2.308 3.021 -0.384 -0.250
C 0.627229 -0.687155 0.340489 -3.943 0.873 0.473 -0.291
N -0.417906 1.049732 -2.115792 -1.933 1.170 2.023 -0.119
N 0.947197 0.955191 -1.878706 1.505 -0.101 0.935 -0.294
O 1.503092 1.987263 -1.334491 -1.685 -1.130 -0.924 -0.301
H -1.365393 -0.088347 -0.475515 -0.622 1.014 0.450 -0.019
H -0.870216 -1.694507 -0.626207 -0.643 -0.548 -0.043 0.039
H -1.498232 -1.213791 1.006371 0.604 0.696 -1.217 0.070
H 0.401993 1.328034 1.372043 0.459 -1.439 -0.870 0.081
H 2.056988 0.781331 0.762811 -1.649 -0.228 0.743 0.079
H 1.336215 0.168857 2.231611 0.064 -0.688 0.894 0.017
H 1.311063 -1.202651 -0.247486 0.941 -0.793 -0.890 0.022
H -0.885685 1.695157 -1.280828 1.171 -1.854 -2.313 0.111
H -0.840232 0.057021 -2.073794 1.082 2.220 -0.133 0.052
```
Forces are in eV/Å.

***

[4]
C11H15N3O3 in the gas phase in a non-equilibrium geometry, computed with wB97M-V/def2-TZVPD.

Properties
DFT total energy ... -818.13841 Eh
HOMO-LUMO gap ... 9.3784 eV
Spin multiplicity ... 1
Net charge ... 0

```
32
Properties=species:S:1:pos:R:3:forces:R:3:lowdin_charge:R:1
C 0.631915 -2.026430 -2.304605 -0.715 0.910 -0.569 -0.071
C 0.798996 -0.697571 -1.540134 0.140 -1.602 1.066 -0.145
C -0.038668 -0.582860 -0.206370 0.090 0.011 -0.184 -0.222
N 0.199122 0.737959 0.470474 -0.975 -0.620 0.336 -0.069
C 1.542696 0.976271 1.045410 -0.391 -0.120 0.173 -0.171
C 1.591219 2.315815 1.759498 -0.317 2.089 0.011 -0.068
C 0.689474 3.329176 1.578029 0.715 -2.295 -0.244 -0.097
C -0.489501 3.117789 0.660383 -0.682 -0.173 -0.037 -0.185
C -0.278097 1.926754 -0.293691 0.814 -0.087 0.091 -0.169
C 0.255793 -1.824745 0.692475 5.275 -1.534 0.264 -0.334
O 1.399637 -2.294609 0.845965 -0.697 2.127 -0.606 0.064
N -0.657818 -2.646439 1.230658 -3.057 2.651 -1.061 0.226
C -1.963632 -2.504784 0.837458 -2.944 -3.319 1.319 -0.489
O -2.777554 -3.383929 1.062081 0.360 -0.514 0.692 0.085
N -2.438447 -1.474368 0.102897 3.629 0.598 2.109 0.220
C -1.514657 -0.764742 -0.596086 -1.608 1.735 -2.304 -0.371
O -1.998321 -0.332472 -1.622010 1.132 1.103 -0.866 0.096
H 0.848582 -2.932449 -1.764087 0.362 -0.131 0.431 0.070
H 1.294344 -1.941359 -3.164847 0.005 -0.359 -0.082 0.079
H -0.391360 -2.120997 -2.694247 0.220 0.057 0.016 0.078
H 0.567008 0.110682 -2.210923 -0.330 0.422 0.007 0.109
H 1.856126 -0.638502 -1.272275 -0.120 0.212 0.202 0.112
H 2.332929 0.887280 0.291252 0.076 0.388 -0.226 0.116
H 1.831330 0.202952 1.765886 -0.507 -0.062 -0.027 0.116
H 2.464354 2.520914 2.429618 -0.816 -0.458 -0.674 0.110
H 0.732533 4.276014 2.098188 0.297 -0.078 0.161 0.092
H -1.423287 2.938221 1.270681 0.849 0.213 -0.559 0.128
H -0.677800 4.020481 0.040962 0.087 -0.418 0.371 0.115
H 0.501509 2.176001 -1.044644 -0.264 0.185 0.224 0.129
H -1.191959 1.735303 -0.864390 0.190 -0.247 0.344 0.111
H -0.400518 -3.459302 1.742971 0.308 -0.523 0.171 0.174
H -3.295949 -1.646051 -0.346578 -1.127 -0.160 -0.549 0.162
```
Forces are in eV/Å.